ORCA calculation (wB97M-V/def2-TZVPD) on 2 unconnected molecules or ions with the total composition C9H13BrN4O.

Structure (XYZ):
```
28
Properties=species:S:1:pos:R:3:mulliken_charge:R:1
C -2.79 -1.05 0.78 -0.807
C -1.84 -0.73 -0.16 -0.196
C -2.83 -0.35 1.96 -0.178
C -0.65 0.75 1.48 0.980
C -0.72 0.11 0.13 0.380
C -1.71 0.43 2.32 0.079
C 0.53 -1.13 -2.52 0.682
C 0.49 1.47 2.08 -1.901
C 1.91 1.62 -1.77 -0.931
N 1.10 -2.10 -1.93 -0.152
N 0.24 0.28 -0.79 0.113
N 1.44 -2.08 -0.47 -0.325
N 0.86 1.40 -0.94 -0.237
O 0.12 -0.53 -3.40 -0.185
Br -1.59 1.00 4.23 -0.067
H -3.78 -1.42 0.31 0.340
H -1.88 -1.23 -1.15 0.334
H -3.68 -0.59 2.72 0.339
H 0.76 0.75 3.05 0.463
H 1.37 1.43 1.54 0.524
H 0.11 2.48 2.39 0.444
H 2.68 0.81 -1.75 0.344
H 1.73 1.68 -2.87 0.356
H 2.42 2.60 -1.50 0.359
H 1.56 -2.72 -2.64 0.323
H 1.27 -3.04 -0.26 0.301
H 2.43 -2.01 -0.36 0.278
H 0.43 2.18 -0.49 0.341
```

charge	+2
LUMO energy (spin up / spin down)	-9.7 / -9.7	eV
orbital gap (spin up / spin down)	6.2 / 6.2	eV
energy	-87571.961	eV
relative energy (zero: lowest compared OMol25 entry of this formula, charge and spin)	76.68	kJ/mol
E_HOMO (spin up / spin down)	-15.908 / -15.908	eV